P) The following is a quantum chemistry calculation of 2 unconnected molecules or ions with the total composition C6H12N3O2, from the OMol25 dataset.

```
! wB97M-V def2-TZVPD RIJCOSX def2/J DEFGRID3
* xyz 1 1
C -1.973 -1.739 -0.729
C -2.551 -0.640 -0.239
C 3.410 0.367 -0.578
C -0.575 -1.592 -1.262
C -0.629 0.451 0.170
C -2.709 1.823 0.347
N 0.074 -0.496 -0.396
N 4.634 -0.040 -0.400
N -1.958 0.561 0.013
O 2.561 0.124 0.250
O -0.068 1.367 0.911
H -2.371 -2.732 -0.733
H -3.629 -0.604 0.151
H 0.002 -2.526 -1.024
H -0.710 -1.274 -2.283
H -3.616 1.759 -0.251
H -2.864 1.709 1.416
H -2.048 2.672 0.164
H 1.154 -0.460 -0.201
H 5.410 0.525 -0.689
H 4.746 -0.741 0.296
H 0.851 1.266 1.164
H 3.148 0.830 -1.589
*
```

Calculated values
E_HOMO   -0.4542 Ha

These are the Mulliken partial charges, in e, on atoms 1 to 4: C -0.77; C -0.02; C 0.21; C -0.47

***

Q) The following is a quantum chemistry calculation of a gas-phase ion, C6H12N3O2 (charge +1), from the OMol25 dataset.

```
! wB97M-V def2-TZVPD RIJCOSX def2/J DEFGRID3
* xyz 1 1
C -1.586 -0.959 0.109
C -0.479 1.104 0.100
C -2.912 1.062 -0.131
C 0.987 -2.222 0.006
C 1.669 0.804 1.195
C 1.385 0.340 -1.176
N -1.630 0.368 0.035
N 0.386 -1.068 0.601
N 0.765 0.219 0.172
O -2.223 -1.925 0.041
O -0.376 2.280 0.070
H -3.292 0.912 -1.141
H -3.633 0.672 0.585
H -2.748 2.124 0.046
H 0.978 -2.249 -1.087
H 2.015 -2.322 0.365
H 0.419 -3.072 0.381
H 1.228 0.641 2.177
H 2.631 0.297 1.152
H 1.799 1.870 1.017
H 1.605 1.389 -1.374
H 2.311 -0.232 -1.203
H 0.705 -0.035 -1.942
*
```

Calculated values
E_HOMO   -0.4996 Ha

These are the Mulliken partial charges, in e, on atoms 1 to 4: C 0.57; C 0.66; C -0.97; C -0.89

***

Each structure's energy above the most stable one, in kcal/mol: P) 0.0; Q) 56.2.

***

P) The following is a quantum chemistry calculation of 2 unconnected molecules or ions with the total composition C4H12OS2, from the OMol25 dataset.

```
! wB97M-V def2-TZVPD RIJCOSX def2/J DEFGRID3
* xyz 0 1
C -1.200 0.025 -2.391
C -0.371 -0.099 -1.108
C -1.146 0.556 0.088
S -0.736 2.360 0.333
S 0.815 2.255 1.641
C -0.057 2.289 3.313
H -2.115 -0.441 -2.448
H -0.740 -0.473 -3.308
H -1.460 1.130 -2.621
H 0.590 0.359 -1.075
H -0.372 -1.130 -0.786
H -0.557 -0.005 0.940
H -2.166 0.342 0.252
H -0.926 3.230 3.356
H 0.615 2.762 3.983
H -0.648 1.401 3.674
O 3.111 -4.830 -1.408
H 3.418 -4.873 -0.519
H 3.947 -4.857 -1.917
*
```

Calculated values
E_HOMO   -0.3249 Ha
Structure (SMILES)   CCCSSC.O

These are the Mulliken partial charges, in e, on atoms 1 to 4: C -1.11; C -0.24; C -0.75; S -0.07

***

Q) The following is a quantum chemistry calculation of 2 unconnected molecules or ions with the total composition C4H12OS2, from the OMol25 dataset.

```
! wB97M-V def2-TZVPD RIJCOSX def2/J DEFGRID3
* xyz 0 1
C -0.143 -1.190 -2.816
C 0.614 -0.118 -2.042
S 0.462 -0.196 -0.248
S -1.537 -0.250 0.168
C -1.931 1.516 0.417
C -2.034 2.339 -0.873
H -0.348 -0.857 -3.834
H -1.112 -1.380 -2.373
H 0.418 -2.131 -2.874
H 0.337 0.870 -2.407
H 1.685 -0.219 -2.237
H -2.887 1.556 0.935
H -1.144 1.886 1.063
H -3.061 2.346 -1.201
H -1.464 1.877 -1.671
H -1.653 3.336 -0.705
O 4.600 -1.494 4.789
H 4.299 -2.390 4.964
H 4.120 -1.212 4.005
*
```

Calculated values
E_HOMO   -0.3291 Ha
Structure (SMILES)   CCSSCC.O

These are the Mulliken partial charges, in e, on atoms 1 to 4: C -0.98; C -0.43; S -0.10; S -0.12

***

R) The following is a quantum chemistry calculation of 2 unconnected molecules or ions with the total composition C4H12OS2, from the OMol25 dataset.

```
! wB97M-V def2-TZVPD RIJCOSX def2/J DEFGRID3
* xyz 0 1
C -0.072 -0.998 -2.402
C -1.295 -1.104 -1.320
S -1.857 0.598 -0.747
S -0.233 1.839 -0.660
C 0.544 2.135 1.029
C 1.726 1.225 1.227
H 1.005 -1.169 -2.102
H -0.568 -1.531 -3.325
H -0.203 0.021 -2.927
H -2.104 -1.713 -1.618
H -1.031 -1.696 -0.355
H -0.390 1.746 1.592
H 0.663 3.138 1.530
H 1.749 1.255 2.328
H 1.583 0.171 1.003
H 2.678 1.618 0.869
O 2.403 -4.746 3.451
H 2.775 -5.373 4.101
H 2.656 -5.057 2.607
*
```

Calculated values
E_HOMO   -0.3121 Ha
Structure (SMILES)   CCSSCC.O

These are the Mulliken partial charges, in e, on atoms 1 to 4: C -0.89; C -0.50; S -0.11; S -0.13

***

Each structure's energy above the most stable one, in kcal/mol: P) 36.6; Q) 0.0; R) 48.0.

***

P) The following is a quantum chemistry calculation of 2 unconnected molecules or ions with the total composition C5H14NO2, from the OMol25 dataset.

```
! wB97M-V def2-TZVPD RIJCOSX def2/J DEFGRID3
* xyz -1 1
C 0.461 0.151 2.414
C -1.012 0.576 2.180
C 1.303 0.219 1.112
N 1.135 -1.014 0.340
C 1.220 -0.925 -1.139
C -0.148 -0.697 -1.820
O -0.714 0.452 -1.344
H 0.573 -0.857 2.826
H 0.924 0.874 3.097
H -1.124 0.704 1.090
H -1.183 1.523 2.699
H -1.737 -0.214 2.371
H 1.034 1.112 0.542
H 2.358 0.378 1.391
H 0.284 -1.452 0.657
H 1.906 -0.111 -1.391
H 1.713 -1.867 -1.430
H -0.895 -1.518 -1.593
H 0.009 -0.629 -2.926
H -2.523 0.614 -3.314
H -1.529 1.237 -2.455
O -2.054 1.444 -3.308
*
```

Calculated values
E_HOMO   -0.1187 Ha

These are the Mulliken partial charges, in e, on atoms 1 to 4: C -0.81; C -0.81; C -0.34; N -0.39

***

Q) The following is a quantum chemistry calculation of 2 unconnected molecules or ions with the total composition C5H14NO2, from the OMol25 dataset.

```
! wB97M-V def2-TZVPD RIJCOSX def2/J DEFGRID3
* xyz -1 1
C 0.301 -0.062 -0.433
C -0.760 0.465 -1.491
C -1.317 -0.719 -2.228
C -0.228 1.505 -2.437
N -0.383 -1.008 0.502
C 0.476 -1.536 1.572
O 1.289 -0.728 2.200
H 1.078 -0.611 -1.029
H 0.778 0.794 0.236
H -1.723 0.996 -0.957
H -2.134 -0.999 -1.591
H -0.793 -1.617 -2.090
H -1.421 -0.766 -3.342
H -0.915 1.694 -3.270
H 0.022 2.376 -1.854
H 0.605 1.184 -3.019
H -1.217 -0.497 0.875
H -0.077 -2.127 2.351
H 1.060 -2.421 1.270
H 0.897 0.791 2.260
H 1.278 2.357 1.983
O 0.512 1.726 2.146
*
```

Calculated values
E_HOMO   -0.1014 Ha

These are the Mulliken partial charges, in e, on atoms 1 to 4: C -0.55; C 0.92; C -1.45; C -1.78

***

R) The following is a quantum chemistry calculation of 2 unconnected molecules or ions with the total composition C5H14NO2, from the OMol25 dataset.

```
! wB97M-V def2-TZVPD RIJCOSX def2/J DEFGRID3
* xyz -1 1
C 0.936 2.544 0.011
C 0.912 3.209 -1.399
C 0.768 0.991 -0.095
N -0.572 0.559 0.253
C -0.788 -0.402 1.341
C -1.673 -1.691 0.805
O -0.951 -2.774 0.424
H 0.229 3.006 0.694
H 1.920 2.740 0.454
H 1.874 3.674 -1.606
H 0.061 3.881 -1.458
H 0.782 2.452 -2.172
H 1.075 0.698 -1.099
H 1.491 0.384 0.472
H -1.142 0.309 -0.546
H 0.199 -0.772 1.605
H -1.485 -0.013 2.093
H -2.203 -1.251 -0.048
H -2.260 -1.902 1.718
H 1.312 -1.721 -0.461
H 0.132 -2.708 -0.568
O 1.089 -2.519 -0.980
*
```

Calculated values
E_HOMO   -0.1121 Ha

These are the Mulliken partial charges, in e, on atoms 1 to 4: C -0.45; C -1.08; C -0.84; N -0.29

***

Each structure's energy above the most stable one, in kcal/mol: P) 0.0; Q) 22.8; R) 16.5.

***

P) The following is a quantum chemistry calculation of a single C4H9N5 molecule, from the OMol25 dataset.

```
! wB97M-V def2-TZVPD RIJCOSX def2/J DEFGRID3
* xyz 0 1
H -3.271 0.305 0.309
N -2.628 0.736 1.005
C -1.452 0.295 0.746
N -1.170 -0.813 -0.026
N 0.062 -1.683 0.184
C 1.316 -0.745 0.151
C 1.441 0.407 -0.822
N 0.662 0.505 -2.057
C 0.999 0.539 0.721
N -0.319 0.860 1.230
H -1.873 -1.431 -0.276
H -0.096 -2.018 1.155
H 2.200 -1.454 0.480
H 2.549 0.640 -1.019
H 0.287 1.440 -2.190
H -0.099 -0.327 -2.246
H 1.799 0.891 1.317
H -0.407 1.853 1.337
*
```

Calculated values
E_HOMO   -0.3117 Ha
Structure (SMILES)   [H]/N=C1\NN[C@H]2[C@@H](N)[C@H]2N1

These are the Mulliken partial charges, in e, on atoms 1 to 4: H 0.20; N -0.80; C 0.49; N -0.17

***

Q) The following is a quantum chemistry calculation of a molecular structure, C4H9N5, from the OMol25 dataset.

```
! wB97M-V def2-TZVPD RIJCOSX def2/J DEFGRID3
* xyz 0 1
C 2.261 -0.788 -0.067
C -0.044 -1.145 0.369
C -3.181 0.503 0.018
C -1.920 1.244 0.125
H 2.750 2.148 -0.837
H 1.427 1.576 0.393
H 2.620 -1.816 -0.185
H 0.121 -2.284 0.664
H -1.610 -2.047 -0.779
H -4.099 0.723 -0.693
H -3.727 0.048 0.918
H -1.777 2.162 -0.432
H -1.554 1.379 1.163
N 2.618 1.443 0.265
N 3.164 0.055 -0.359
N 0.919 -0.423 0.192
N -1.437 -1.134 0.049
N -1.956 -0.051 -0.559
*
```

Calculated values
E_HOMO   -0.3180 Ha

These are the Mulliken partial charges, in e, on atoms 1 to 4: C 0.01; C 0.02; C -0.35; C -0.41

***

Each structure's energy above the most stable one, in kcal/mol: P) 0.0; Q) 111.5.